Run 1
22
Properties=species:S:1:pos:R:3 method="wB97M-V/def2-TZVPD" spin_multiplicity=1 total_charge=0 lumo_energy_ha=0.03158
C -0.1005 2.7723 0.1298
C 1.0760 1.8082 0.2135
C 0.7362 0.3654 -0.2282
C 1.9585 -0.3978 -0.7020
N 0.2147 -0.3404 1.0348
H -0.9887 2.1681 0.3799
H -0.3573 2.9507 -0.9270
H -0.0372 3.5851 0.8737
H 1.8709 2.0997 -0.4846
H 1.4688 1.7573 1.2439
H -0.0664 0.3811 -0.9795
H 1.5683 -1.3706 -0.9982
H 2.7563 -0.5155 0.0312
H 2.2375 0.1792 -1.6291
H 0.9768 -0.1968 1.6818
H -0.6541 0.1386 1.2515
O -0.9046 -3.0858 -0.5364
H -0.0081 -2.7462 -0.4886
H -1.1884 -3.2090 0.3823
O -2.3902 -0.4068 -0.0281
H -3.1220 -0.9918 0.1721
H -1.6023 -0.9657 0.0944

Run 2
22
Properties=species:S:1:pos:R:3 method="wB97M-V/def2-TZVPD" spin_multiplicity=1 total_charge=0 lumo_energy_ha=0.03606
C -1.9150 -0.6568 -0.3909
C -1.3193 -1.3196 0.8567
C 0.0755 -1.9147 0.6549
C 1.0733 -0.8929 0.1000
N 1.4519 0.1406 1.0625
H -2.9954 -0.5851 -0.2645
H -1.5536 0.3617 -0.5355
H -1.7452 -1.2647 -1.2769
H -1.9668 -2.1315 1.1855
H -1.3437 -0.6008 1.6801
H 0.0102 -2.7542 -0.0441
H 0.4816 -2.2037 1.6214
H 1.9859 -1.4068 -0.1859
H 0.6684 -0.3939 -0.7831
H 0.6396 0.4644 1.5757
H 2.1041 -0.1994 1.7640
O -0.8933 2.7567 -1.7175
H -0.0658 3.1817 -1.4601
H -1.5333 3.4587 -1.8622
O 2.0484 2.3113 -0.6726
H 2.7291 2.0550 -1.3048
H 2.0635 1.5939 -0.0026

Run 3
22
Properties=species:S:1:pos:R:3 method="wB97M-V/def2-TZVPD" spin_multiplicity=1 total_charge=0 lumo_energy_ha=0.03386
C -0.1458 2.1671 1.2114
C 0.5919 1.0948 0.4236
N -0.3084 0.3127 -0.4308
C 0.4919 -0.4325 -1.5514
C -0.2594 -0.9858 -2.6947
H 0.5732 2.7354 1.7947
H -0.4851 2.9764 0.5014
H -0.8301 1.6593 1.8010
H 1.0005 0.3449 1.0585
H 1.4674 1.4633 -0.1021
H -1.1971 0.8700 -0.1449
H 1.2131 0.3537 -1.7591
H 1.1448 -1.1410 -1.0369
H -0.4952 -0.2089 -3.4183
H -1.3183 -1.3072 -2.4251
H 0.2972 -1.7133 -3.2754
O 0.2909 -0.7580 3.0489
H 0.0503 -1.3064 2.1989
H 1.2342 -0.8111 2.8488
O -0.9147 -2.0593 0.5585
H -1.6046 -2.0939 1.2055
H -0.7966 -1.1602 0.1876

Which of them is most stable, and which least? Most stable: run 2; least stable: run 3.

Run 1
22
Properties=species:S:1:pos:R:3 method="wB97M-V/def2-TZVPD" spin_multiplicity=1 total_charge=0 lumo_energy_ha=0.02798
C 1.6051 -2.3483 -1.0573
C 0.0894 -2.4080 -1.0783
N -0.4327 -1.3438 -0.2638
C -1.8677 -1.3020 -0.0325
C -2.1294 -0.2567 1.0472
H 2.1230 -3.1372 -1.6067
H 1.9713 -2.3940 -0.0282
H 1.9554 -1.4019 -1.4619
H -0.2979 -2.3310 -2.0938
H -0.2032 -3.3777 -0.6491
H 0.0815 -1.2015 0.5975
H -2.2874 -2.2746 0.2822
H -2.3426 -0.9736 -0.9512
H -1.5802 -0.5211 1.9531
H -1.7790 0.7203 0.7243
H -3.1707 -0.1824 1.3631
O 2.2126 4.4144 1.9824
H 1.6638 5.1581 1.7205
H 2.7153 4.1967 1.1938
O 0.0978 2.1972 -0.6302
H -0.7191 2.1574 -1.1368
H 0.8084 1.9361 -1.2167

Run 2
22
Properties=species:S:1:pos:R:3 method="wB97M-V/def2-TZVPD" spin_multiplicity=1 total_charge=0 lumo_energy_ha=0.02305
C -2.6484 0.8951 0.2796
C -1.7176 -0.0705 0.9958
C -0.8254 -0.8380 0.0317
N -0.0797 0.0355 -0.8725
C 1.3980 -0.0248 -0.5532
H -3.2545 0.3444 -0.4494
H -3.3116 1.4419 0.9568
H -2.0641 1.6246 -0.2622
H -1.1637 0.4186 1.8045
H -2.3155 -0.8091 1.5402
H -0.1645 -1.5117 0.5749
H -1.5108 -1.4279 -0.5746
H -0.1164 -0.3882 -1.7925
H 1.5429 0.4118 0.4295
H 1.5612 -1.1026 -0.4396
H 2.1007 0.4163 -1.2461
O 0.1297 2.9756 0.5653
H 0.2509 2.0132 0.6069
H 0.4609 3.3092 1.4047
O 4.1336 -2.2614 -1.0268
H 4.1644 -2.9324 -0.3393
H 3.4298 -2.5197 -1.6336

Which of them is most stable, and which least? Most stable: run 1; least stable: run 2.

Run 1
24
Properties=species:S:1:pos:R:3 method="wB97M-V/def2-TZVPD" spin_multiplicity=1 total_charge=0 lumo_energy_ha=0.01365
H 3.1978 -0.7641 -0.8306
N 2.3502 -1.1663 -0.4871
C 1.5386 -0.4466 0.2065
C 1.4991 1.0455 0.4839
C 0.4826 -1.2632 0.9538
C 1.0173 -2.4283 1.6495
N -0.7153 -0.8324 1.0309
C -1.2671 0.2639 0.3962
C -1.7252 1.2787 1.2659
N -1.9575 2.1871 1.9064
C -1.3301 0.5076 -0.9248
C -2.0967 1.5994 -1.5013
N -0.7268 -0.3410 -1.8132
H 2.5221 1.3724 0.7424
H 0.7683 1.4108 1.1688
H 1.1555 1.5622 -0.5107
H 1.7733 -2.0038 2.4801
H 1.5246 -3.0385 0.8210
H 0.1638 -2.8230 2.0786
H -2.6859 2.1257 -0.6359
H -2.5638 1.1958 -2.4736
H -1.4074 2.2641 -1.9517
H -0.3610 -1.1508 -1.3995
H -1.1562 -0.5553 -2.6557

Run 2
24
Properties=species:S:1:pos:R:3 method="wB97M-V/def2-TZVPD" spin_multiplicity=1 total_charge=0 lumo_energy_ha=0.03230
C 0.2826 1.5129 1.7594
C 1.3633 0.5297 1.5782
C 2.8446 0.4775 1.4406
N 3.2213 -0.7729 1.2089
C 2.0935 -1.5758 1.2423
N 1.0636 -0.8100 1.5942
H -0.1394 1.3959 2.7369
H -0.5099 1.0970 1.0498
H 0.7407 2.4351 1.5106
H 3.4748 1.3514 1.5751
H 4.1980 -1.1600 1.1135
H 2.2079 -2.5782 0.9561
C -0.9127 -1.7684 -0.7110
C -1.5074 -0.5362 -1.4115
C -2.3014 0.5175 -0.7813
N -2.4471 1.5686 -1.7705
C -2.0213 0.8711 -2.9293
N -1.3882 -0.2901 -2.7397
H -0.7070 -1.7125 0.3103
H 0.0193 -1.9430 -1.3925
H -1.4657 -2.6902 -0.9295
H -2.6746 0.4988 0.2485
H -3.4006 2.1451 -1.7196
H -2.0345 1.4366 -3.9396

Which of them is most stable, and which least? Most stable: run 2; least stable: run 1.

Run 1
9
Properties=species:S:1:pos:R:3 method="wB97M-V/def2-TZVPD" spin_multiplicity=1 total_charge=0 lumo_energy_ha=0.02318
C 0.7550 -0.2393 -0.7528
N -0.6750 1.2070 1.2845
O 0.9545 1.1375 -0.6912
P -0.6611 -0.5031 1.0545
S -0.3509 2.0741 -0.2019
H 0.0975 -0.8390 -1.4536
H 1.6723 -0.7571 -0.7261
H -0.1263 1.7383 2.0475
H -1.5947 -0.3649 0.0459

Run 2
9
Properties=species:S:1:pos:R:3 method="wB97M-V/def2-TZVPD" spin_multiplicity=1 total_charge=0 lumo_energy_ha="-0.02379 / -0.02653"
H -0.9742 -0.6779 1.4768
P -1.7679 -0.3513 0.4763
N -0.8213 -1.2720 -0.5165
S 0.5892 -1.8864 -0.2132
H -1.1471 -1.4600 -1.5219
C 1.0553 1.4204 0.0835
O 0.8926 0.6988 0.9695
H 0.3190 2.1800 -0.1208
H 1.8544 1.3485 -0.6338

Run 3
9
Properties=species:S:1:pos:R:3 method="wB97M-V/def2-TZVPD" spin_multiplicity=1 total_charge=0 lumo_energy_ha=-0.08721
C 0.2057 -0.7283 -0.7582
N 1.2682 -0.4411 -0.3032
O -0.8645 -0.9318 -1.2165
P 3.4954 -0.1473 0.4592
S -4.0253 0.0188 0.6575
H -3.2675 1.0680 1.1130
H 3.9113 0.7197 -0.5852
H 2.9016 0.8207 1.1317
H -3.6248 -0.3789 -0.4983

Which of them is most stable, and which least? Most stable: run 1; least stable: run 2.

Run 1
9
Properties=species:S:1:pos:R:3 method="wB97M-V/def2-TZVPD" spin_multiplicity=1 total_charge=-1 lumo_energy_ha=0.08647
C -0.6235 -1.3768 0.5558
C -0.6251 -0.7248 1.5870
C 0.7257 1.6586 -1.0567
N -0.6409 -2.1046 -0.4470
O 0.8887 2.5350 -1.9346
S -0.6219 -0.2688 3.0993
S -0.6806 1.4307 -0.0315
H 1.4814 0.9057 -0.7266
H 0.0962 -2.0549 -1.0458

Run 2
9
Properties=species:S:1:pos:R:3 method="wB97M-V/def2-TZVPD" spin_multiplicity=1 total_charge=-1 lumo_energy_ha=0.12283
O 1.4155 1.7510 0.6022
C 0.6416 1.2384 -0.2064
S -0.9904 1.5756 -0.7422
C 0.4745 0.0068 -1.0142
N 0.2634 -1.0573 -0.3017
C -0.4870 -1.0178 0.8301
S -0.6179 -2.1848 2.0580
H 0.4577 -0.0796 -2.0565
H -1.1574 -0.2322 0.8306

Which of them is most stable, and which least? Most stable: run 2; least stable: run 1.

Run 1
19
Properties=species:S:1:pos:R:3 method="wB97M-V/def2-TZVPD" spin_multiplicity=1 total_charge=0 lumo_energy_ha=0.03521
C 2.9827 -0.3126 0.1881
C 1.8742 -0.3822 -0.5543
C 0.3757 -0.3013 -0.2480
C -0.4159 -1.1730 -1.3526
C -0.7370 -0.3201 -2.5660
O -1.7218 0.6295 -2.0950
H 2.9473 0.4746 0.8628
H 3.8057 -0.8981 0.1374
H 2.0642 -0.2463 -1.5954
H 0.2017 -0.8887 0.6920
H 0.0275 0.7616 -0.0895
H -1.3478 -1.5013 -0.9868
H 0.2137 -1.9876 -1.6650
H 0.2823 0.1365 -2.7167
H -1.0948 -0.8842 -3.4424
H -1.6954 1.3313 -2.7479
O -2.6319 1.5464 6.1199
H -3.4213 2.1072 5.9556
H -1.7091 1.9084 6.1037

Run 2
19
Properties=species:S:1:pos:R:3 method="wB97M-V/def2-TZVPD" spin_multiplicity=1 total_charge=0 lumo_energy_ha=0.01371
C 2.2177 0.2087 1.7653
C 0.8377 0.4651 1.1629
C 0.8318 0.3003 -0.3585
O 1.2894 -1.0189 -0.6241
C -0.3866 0.6280 -1.1639
C -2.5593 -0.7017 -1.4236
O -1.6224 -0.3220 -0.4038
H 2.5536 -0.8010 1.5146
H 2.9533 0.9154 1.3621
H 2.2127 0.3159 2.8554
H 0.1143 -0.2398 1.5944
H 0.5040 1.4828 1.4069
H 1.5502 1.0430 -0.7703
H 0.8688 -1.2488 -1.4625
H -0.7530 1.6203 -0.8376
H -3.3090 -1.3644 -0.9844
H -3.0186 0.1812 -1.8749
H -1.9715 -1.2158 -2.1798
H -2.0802 0.1433 0.3128

Run 3
19
Properties=species:S:1:pos:R:3 method="wB97M-V/def2-TZVPD" spin_multiplicity=1 total_charge=0 lumo_energy_ha="0.02199 / 0.02170"
C -2.1716 0.6211 -1.6831
O -0.9544 0.5515 -1.2149
C -0.5337 -0.0679 -0.1554
C 0.9066 0.0648 0.2282
C 1.0562 0.4676 1.6996
C 1.6772 -1.2369 -0.0467
O 1.6625 -1.6031 -1.4066
H -2.9195 -0.0685 -1.3052
H -2.5295 1.6397 0.3203
H -2.2624 1.1613 -2.6132
H -2.0587 1.4479 0.8851
H -1.2292 -0.7417 0.3452
H 1.3385 0.8422 -0.4142
H 2.1131 0.5335 1.9827
H 0.5796 -0.2697 2.3574
H 0.5868 1.4375 1.8883
H 2.7308 -1.1077 0.2225
H 1.2711 -2.0402 0.5932
H 0.7365 -1.6312 -1.6832

Which of them is most stable, and which least? Most stable: run 1; least stable: run 3.